{"formula": "C28H26N5NiPS", "method": "ωB97M-V/def2-TZVPD", "elements": ["Ni", "N", "C", "S", "N", "N", "C", "C", "C", "C", "C", "C", "N", "H", "H", "H", "H", "H", "H", "H", "C", "P", "C", "C", "C", "C", "C", "C", "C", "C", "C", "C", "C", "C", "H", "H", "H", "H", "H", "H", "H", "H", "H", "H", "H", "H", "H", "C", "C", "C", "C", "C", "C", "C", "H", "H", "H", "H", "H", "N", "C", "H"], "positions_angstrom": [[0.898698, 0.851708, -0.072940], [-0.216069, 4.432029, 2.098454], [-0.047949, 3.402120, 1.130001], [1.590010, 3.076145, 0.602867], [-1.111046, 2.827299, 0.734507], [-0.903625, 1.814831, -0.233871], [-2.047513, 1.441861, -0.800622], [-2.213984, 0.500398, -1.786204], [-3.477620, 0.258963, -2.408468], [-3.595363, -0.372759, -3.599694], [-2.352484, -0.737929, -4.302666], [-1.175411, -0.636659, -3.675038], [-1.075072, -0.221659, -2.337665], [0.617335, 4.522541, 2.659065], [-1.032352, 4.260914, 2.667224], [-2.951838, 1.922668, -0.433989], [-4.354225, 0.667040, -1.910973], [-4.561047, -0.519106, -4.067215], [-2.366980, -1.057428, -5.337842], [-0.242430, -0.875518, -4.175465], [0.889378, -2.246407, -2.219143], [0.220672, -0.762375, -1.352826], [1.556545, 0.435645, -2.260530], [2.907039, 0.056013, -2.259408], [3.905801, 0.912434, -2.701808], [3.578039, 2.200590, -3.128005], [2.257457, 2.612634, -3.098218], [1.261317, 1.738615, -2.658117], [-0.865044, -1.829356, -0.114686], [-1.494161, -1.125087, 0.920052], [-2.084435, -1.763431, 2.005187], [-2.042593, -3.149369, 2.114029], [-1.425916, -3.877687, 1.107829], [-0.852821, -3.224647, 0.014840], [1.506148, -2.830787, -1.531220], [1.490409, -1.969130, -3.079308], [0.044036, -2.849755, -2.539175], [3.185721, -0.924192, -1.890204], [4.941957, 0.587524, -2.693657], [4.354222, 2.879755, -3.460384], [1.995269, 3.622786, -3.388317], [0.229201, 2.068716, -2.639110], [-1.482107, -0.039739, 0.900763], [-2.539927, -1.168642, 2.790120], [-2.461859, -3.648839, 2.981386], [-1.374459, -4.960522, 1.170199], [-0.407997, -3.849349, -0.745016], [1.450609, -0.035124, 1.682062], [0.837549, -0.077479, 2.983838], [-0.304838, 0.673085, 3.298104], [-0.904334, 0.581086, 4.548897], [-0.394076, -0.263185, 5.531265], [0.740865, -1.013756, 5.233124], [1.344835, -0.922731, 3.986605], [-0.719800, 1.322833, 2.535367], [-1.790654, 1.171455, 4.754792], [-0.871142, -0.341149, 6.501264], [1.154964, -1.683967, 5.978798], [2.221040, -1.518460, 3.756437], [3.751721, -0.472409, 0.722086], [2.617234, -0.201521, 1.212144], [4.193100, 0.328465, 0.280480]], "atomic_forces_ev_per_a": [[-0.32, 0.26, 0.11], [0.20, -0.03, -0.28], [0.44, 0.48, 0.29], [-0.20, -0.32, 0.09], [-0.34, -0.50, -0.55], [-0.25, 0.02, 0.16], [0.15, 0.31, -0.10], [0.09, -0.19, -0.27], [0.14, 0.03, 0.13], [0.36, -0.13, -0.23], [-0.53, 0.03, 0.10], [0.14, 0.21, 0.41], [-0.29, -0.11, -0.27], [0.02, -0.07, 0.06], [-0.07, -0.04, 0.00], [-0.08, 0.04, 0.02], [0.01, -0.03, 0.00], [0.02, -0.02, -0.01], [-0.03, 0.04, -0.01], [-0.01, 0.07, 0.07], [0.23, -0.05, 0.34], [-0.31, 0.37, 0.42], [0.10, 0.09, 0.19], [0.12, 0.13, -0.12], [-0.09, 0.01, 0.00], [-0.03, -0.11, 0.04], [-0.07, -0.12, 0.03], [-0.02, 0.06, -0.23], [0.32, -0.03, 0.29], [-0.16, -0.01, 0.05], [-0.02, -0.09, -0.15], [0.03, 0.08, -0.07], [0.01, 0.12, -0.08], [-0.24, 0.06, -0.02], [-0.06, 0.01, -0.02], [-0.04, 0.01, -0.02], [-0.07, -0.07, -0.03], [0.02, 0.00, 0.05], [-0.02, 0.01, -0.01], [0.04, 0.02, 0.00], [-0.01, 0.03, 0.00], [-0.01, 0.03, 0.03], [0.08, -0.26, 0.05], [0.03, -0.03, -0.04], [-0.01, 0.01, -0.03], [0.01, 0.01, 0.00], [0.14, -0.03, -0.06], [-0.35, -0.20, -0.39], [0.07, 0.09, -0.03], [-0.06, 0.09, 0.17], [0.13, 0.00, -0.10], [0.07, 0.01, -0.16], [0.02, 0.04, -0.11], [-0.05, -0.01, 0.13], [0.00, 0.00, 0.08], [-0.02, 0.03, -0.01], [-0.01, 0.00, 0.01], [0.02, -0.02, 0.01], [-0.02, -0.02, 0.02], [-0.05, -0.19, 0.16], [0.78, -0.22, -0.20], [0.00, 0.13, 0.09]], "lowdin_charge": [0.055, 0.002, -0.923, 0.568, -0.042, -0.125, -0.191, -0.277, -0.102, -0.152, -0.134, -0.168, -0.172, 0.028, 0.050, 0.105, 0.096, 0.059, 0.070, 0.097, -0.218, 0.892, -0.311, -0.141, -0.116, -0.124, -0.113, -0.125, -0.225, -0.111, -0.091, -0.123, -0.127, -0.115, 0.053, 0.030, 0.039, 0.083, 0.087, 0.082, 0.091, 0.094, 0.063, 0.092, 0.083, 0.080, 0.068, -0.160, -0.230, -0.060, -0.117, -0.144, -0.127, -0.044, 0.080, 0.089, 0.074, 0.081, 0.105, 0.032, -0.331, 0.013], "lumo_ev": [5.07, 5.07], "gap_ev": [4.77, 4.76], "e_above_lowest_kcal_mol": 32.4, "charge": -2}

***

{"formula": "C28H26N5O4Pt", "method": "ωB97M-V/def2-TZVPD", "elements": ["Pt", "C", "C", "O", "N", "C", "C", "C", "C", "C", "C", "N", "H", "H", "H", "H", "H", "H", "H", "H", "H", "H", "O", "C", "N", "C", "C", "O", "N", "C", "C", "C", "C", "C", "C", "C", "C", "C", "C", "C", "C", "H", "H", "H", "H", "H", "H", "H", "H", "H", "H", "H", "O", "N", "C", "C", "C", "C", "C", "H", "H", "H", "H", "H"], "positions_angstrom": [[0.433962, -1.856510, -0.099505], [-0.431179, -2.566303, 4.507133], [0.240340, -3.064656, 3.251772], [1.264804, -2.521172, 2.818229], [-0.312065, -4.143781, 2.675819], [0.283583, -4.877959, 1.539388], [-0.471808, -4.830544, 0.246616], [-1.143505, -5.948334, -0.178607], [-1.736942, -6.026230, -1.448818], [-1.561902, -4.901154, -2.321433], [-0.921772, -3.794892, -1.883775], [-0.403156, -3.683526, -0.588792], [-0.132607, -1.538866, 4.694271], [-0.104827, -3.185531, 5.344804], [-1.518821, -2.628403, 4.438069], [-1.127984, -4.537752, 3.104819], [0.363899, -5.922517, 1.833758], [1.290093, -4.483199, 1.410802], [-1.189395, -6.799752, 0.498240], [-2.259065, -6.918778, -1.772128], [-1.949005, -4.914785, -3.334904], [-0.817567, -2.928741, -2.514018], [-2.442824, -1.028119, -1.719324], [-1.783310, -0.069634, -1.394596], [-2.095136, 1.241204, -1.659854], [-1.154754, 2.186418, -1.102272], [-0.168143, 1.178725, -0.427019], [0.835912, 1.491746, 0.209115], [-0.587411, -0.083961, -0.658407], [-1.806515, 3.132407, -0.079235], [-1.052203, 3.762115, 0.909607], [-1.654522, 4.628487, 1.812946], [-3.016562, 4.888913, 1.739204], [-3.770153, 4.279822, 0.746251], [-3.168499, 3.409714, -0.154109], [-0.449511, 3.015136, -2.194854], [0.789910, 3.614914, -1.976806], [1.390826, 4.377543, -2.971042], [0.762059, 4.561619, -4.195185], [-0.478288, 3.979493, -4.413734], [-1.076899, 3.214040, -3.421093], [-2.949926, 1.473188, -2.123793], [0.007914, 3.560687, 0.983208], [-1.051616, 5.102516, 2.581422], [-3.486444, 5.559930, 2.448408], [-4.834286, 4.478977, 0.668775], [-3.784063, 2.948417, -0.917194], [1.290706, 3.477930, -1.028415], [2.359350, 4.831532, -2.784858], [1.232809, 5.153974, -4.970702], [-0.985415, 4.116291, -5.363340], [-2.041056, 2.761668, -3.621271], [2.547527, -1.788400, -0.566896], [3.244146, -1.017369, 0.269024], [3.335018, 0.283884, 0.024995], [4.055103, 1.102526, 0.869395], [4.697896, 0.561371, 1.958477], [4.614854, -0.800001, 2.163189], [3.877010, -1.575714, 1.296080], [2.798019, 0.620849, -0.844207], [4.086105, 2.163227, 0.666532], [5.259884, 1.189996, 2.640381], [5.109583, -1.271697, 3.000594], [3.747793, -2.640980, 1.378891]], "atomic_forces_ev_per_a": [[-0.35, -0.14, -0.07], [-0.13, -0.05, 0.01], [0.79, 0.45, -0.20], [-0.44, -0.24, 0.02], [0.17, -0.15, -0.37], [-0.21, 0.38, 0.02], [-0.04, 0.15, -0.21], [-0.08, 0.07, -0.21], [0.01, 0.08, -0.12], [-0.12, -0.35, 0.22], [0.06, -0.15, 0.40], [0.20, 0.07, 0.11], [0.01, -0.01, -0.04], [-0.01, 0.03, 0.02], [0.05, 0.00, 0.01], [-0.20, -0.04, -0.03], [0.05, -0.04, 0.03], [0.08, 0.08, 0.08], [0.04, 0.10, -0.11], [0.07, 0.12, 0.04], [0.04, 0.02, 0.12], [0.06, 0.14, 0.02], [0.16, 0.00, -0.02], [-0.11, 0.17, 0.12], [0.29, -0.05, 0.12], [0.08, -0.04, 0.01], [0.24, 0.00, 0.19], [-0.40, -0.06, -0.29], [-0.01, -0.10, -0.10], [0.05, -0.05, 0.04], [-0.01, 0.01, -0.03], [0.02, 0.00, -0.01], [0.03, -0.04, -0.04], [-0.02, 0.02, 0.00], [0.00, 0.00, -0.01], [0.01, -0.06, 0.04], [-0.04, 0.02, -0.01], [0.01, -0.01, 0.03], [-0.04, -0.03, 0.04], [-0.01, 0.01, -0.01], [0.00, -0.02, -0.02], [-0.10, -0.05, -0.04], [-0.03, -0.03, 0.00], [-0.06, -0.06, -0.07], [0.03, -0.02, -0.04], [0.10, -0.03, 0.01], [0.02, 0.01, 0.08], [-0.01, -0.02, 0.01], [-0.09, -0.05, -0.01], [-0.02, -0.02, 0.04], [0.04, -0.01, 0.09], [0.09, 0.02, -0.01], [-0.35, -0.13, -0.03], [-0.04, -0.16, -0.23], [0.02, 0.74, -0.20], [-0.18, 0.26, -0.32], [0.20, 0.19, 0.23], [0.01, -0.44, 0.14], [0.29, -0.36, 0.66], [-0.01, 0.06, -0.01], [-0.02, -0.03, -0.05], [-0.06, -0.07, -0.08], [-0.04, -0.04, -0.05], [-0.06, -0.06, 0.09]], "lowdin_charge": [1.247, 0.000, -0.555, -0.031, 0.078, -0.136, -0.292, -0.091, -0.111, -0.113, -0.187, -0.146, 0.083, 0.087, 0.082, 0.138, 0.115, 0.106, 0.103, 0.079, 0.095, 0.082, 0.063, -0.550, 0.133, -0.247, -0.418, 0.007, -0.009, -0.120, -0.022, -0.075, -0.093, -0.081, -0.027, -0.119, -0.027, -0.078, -0.093, -0.079, -0.026, 0.132, 0.102, 0.103, 0.101, 0.104, 0.105, 0.100, 0.102, 0.101, 0.104, 0.107, -0.249, -0.199, -0.019, -0.020, -0.047, -0.022, -0.010, 0.136, 0.121, 0.118, 0.119, 0.141], "lumo_ev": [-0.13, -1.16], "gap_ev": [4.36, 7.18], "multiplicity": 4, "s2": 3.78}

***

DFT total energy for every record listed, in sequence, given in hartree: -3604.09472; -1776.52914.